Entry 1:
Density functional theory data (ωB97M-V/def2-TZVPD) for a molecular structure, C45H62FeN4O4P at a distorted geometry.

Geometry (Å):
Fe -2.0107 0.6159 -0.5828
N -3.6831 4.2334 -0.3785
C -2.6655 3.2911 -0.4073
N -3.1335 2.1246 -0.9545
C -4.5395 2.3067 -1.2762
C -5.3480 1.5009 -1.9858
C -6.6512 1.9907 -2.2444
C -7.0322 3.2706 -1.7906
C -6.0849 4.1640 -1.2569
C -4.8563 3.6268 -0.8845
H -3.6100 5.1083 0.1369
H -1.6066 3.5422 -0.1282
H -5.0432 0.4859 -2.3249
H -7.3994 1.3275 -2.6737
H -8.1240 3.5596 -1.7258
H -6.2957 5.2482 -1.2157
C 1.8609 -9.6242 0.5285
C 3.1512 -9.1667 1.2646
C 4.3606 -9.8529 0.7011
P 3.1787 -7.2948 1.3484
C 4.8509 -6.9593 2.0792
C 5.1391 -5.4342 2.0574
C 5.0877 -7.5240 3.5263
C 3.5010 -6.7155 -0.4770
C 4.6136 -7.3613 -1.2731
C 2.1580 -6.7711 -1.2540
H 1.7488 -10.7387 0.5643
H 1.9472 -9.3436 -0.4944
H 1.0128 -9.1536 1.0057
H 2.9742 -9.3640 2.3047
H 4.1494 -10.9473 0.7970
H 5.2948 -9.6974 1.2213
H 4.5143 -9.6423 -0.3519
H 5.5095 -7.4734 1.3976
H 5.9477 -5.2347 2.7323
H 4.3586 -4.7599 2.4228
H 5.4129 -5.0903 1.0434
H 4.4296 -7.0407 4.2676
H 6.1643 -7.4206 3.8634
H 4.8743 -8.6069 3.5254
H 3.6977 -5.6376 -0.3029
H 4.4094 -8.3922 -1.6232
H 5.6105 -7.4400 -0.8026
H 4.8667 -6.7377 -2.1697
H 2.1609 -7.5177 -2.0977
H 1.9899 -5.7652 -1.7605
H 1.2786 -6.9603 -0.6138
C 4.5226 7.3860 3.9686
C 3.4111 7.7068 3.0105
C 2.1238 7.9815 3.6277
C 1.0071 8.0803 2.8126
C 1.1125 8.0165 1.4291
C 2.3731 7.8783 0.7988
N 2.4778 7.8617 -0.6178
C 1.3761 8.0125 -1.4990
C 1.0938 9.1438 -2.3069
C -0.1094 9.2545 -3.0056
C -1.0513 8.2824 -2.8355
C -0.8381 7.2097 -1.9630
C 0.3840 6.9877 -1.3749
C 0.7391 5.6288 -0.7469
O 1.8289 5.0638 -1.0312
O -0.1677 5.1520 -0.0393
C 3.5537 7.7229 1.6134
C 4.9053 7.5756 0.9604
H 3.9627 6.8901 4.7940
H 4.9841 8.2670 4.4856
H 5.2608 6.7075 3.6837
H 2.0514 8.0689 4.7542
H 0.0327 8.2782 3.1939
H 0.2463 8.0990 0.8280
H 3.1085 7.0815 -0.9251
H 1.8069 9.9761 -2.2707
H -0.2877 10.1800 -3.5693
H -2.0651 8.4315 -3.3162
H -1.5859 6.4856 -1.8200
H 5.2901 6.5456 0.9218
H 5.6476 8.2956 1.3891
H 4.7460 7.8960 -0.0598
C 1.7570 1.9791 -1.7329
O 0.5159 1.6177 -1.0311
C -0.2990 0.6588 -1.5098
O 0.1134 -0.1876 -2.3434
H 2.5322 1.2763 -1.3415
H 1.8624 3.0251 -1.5086
H 1.5623 1.8610 -2.7940
C -6.4993 -3.6845 -0.3665
C -5.4020 -2.9452 -1.0691
C -5.2511 -2.7308 -2.4568
C -4.0394 -2.2202 -3.0052
C -3.8214 -1.9688 -4.4673
C -3.1080 -1.7290 -2.1005
C -3.3595 -1.6335 -0.7128
C -4.4675 -2.3153 -0.2097
N -2.3732 -1.0874 0.1179
C -2.3261 -1.3224 1.5345
C -0.9665 -0.7798 2.0107
C -2.3636 -2.8175 1.8782
C -3.4833 -0.6432 2.3328
H -7.4004 -3.7428 -1.0105
H -6.8291 -3.2879 0.5913
H -6.1692 -4.7309 -0.0925
H -6.0660 -2.9612 -3.1237
H -3.0372 -1.1827 -4.5663
H -4.7726 -1.4807 -4.8458
H -3.5426 -2.8642 -5.0612
H -2.1467 -1.3790 -2.5721
H -4.6039 -2.5083 0.8580
H -0.1455 -1.3364 1.4898
H -0.9249 -0.9844 3.0708
H -0.7040 0.2791 1.8967
H -1.5434 -3.0977 2.5602
H -2.1547 -3.4439 0.9576
H -3.3132 -3.1068 2.3642
H -3.3063 0.3920 2.5745
H -3.6464 -1.1170 3.2895
H -4.3882 -0.6755 1.7674

Output
Total charge = -1
⟨S²⟩ = 6.022
Spin multiplicity = 5
HOMO energy (alpha / beta) = -4.62 / -5.01 eV

---

Entry 2:
Density functional theory data (ωB97M-V/def2-TZVPD) for a molecular structure, C45H63BBrClN13O3W at a distorted geometry.

Geometry (Å):
W 1.3878 -0.6914 1.0955
C 4.0048 0.2222 -1.5123
C 3.7139 -1.1954 -1.1630
C 4.2952 -2.3021 -1.7414
C 3.7175 -3.4121 -1.1390
C 3.9902 -4.8565 -1.3970
N 2.8416 -2.9843 -0.2299
N 2.8054 -1.6063 -0.2365
B 1.8689 -3.8504 0.6225
N 0.4308 -3.4478 0.2565
N 0.2469 -2.1317 -0.1402
C -0.6959 -2.1534 -1.1125
C -1.1238 -1.0147 -1.9714
C -1.1635 -3.4581 -1.2608
C -0.4160 -4.2477 -0.4214
C -0.4374 -5.7319 -0.2397
N 2.1509 -3.5184 2.0864
N 2.1517 -2.2032 2.4602
C 2.6302 -2.1686 3.7457
C 2.8070 -0.9766 4.6344
C 2.9390 -3.4543 4.1319
C 2.6325 -4.2845 3.0580
C 2.7735 -5.7679 2.9379
H 4.9269 0.2649 -2.0915
H 4.1216 0.8435 -0.6273
H 3.2016 0.6283 -2.1234
H 5.0494 -2.3065 -2.5137
H 4.8305 -4.9491 -2.0800
H 3.1270 -5.3461 -1.8509
H 4.2312 -5.3877 -0.4763
H 2.0594 -5.0093 0.4066
H -0.4613 -0.1709 -1.9067
H -2.1495 -0.6998 -1.7561
H -1.1199 -1.3609 -3.0075
H -1.9214 -3.7871 -1.9595
H -1.3799 -6.1311 -0.6056
H -0.3257 -6.0084 0.8084
H 0.3680 -6.2129 -0.8006
H 3.7452 -0.4597 4.4257
H 2.8628 -1.3220 5.6654
H 1.9907 -0.2659 4.5632
H 3.3500 -3.7551 5.0865
H 3.0391 -6.1886 3.9039
H 3.5554 -6.0377 2.2240
H 1.8446 -6.2283 2.5999
Br 6.8106 2.6935 3.3465
C 5.3341 1.7099 2.8361
C 5.4826 0.4847 2.2166
C 4.3496 -0.1968 1.8259
N 3.1128 0.2697 2.0102
C 2.9802 1.4375 2.6560
C 4.0516 2.1851 3.0862
H 6.4594 0.0521 2.0415
H 4.4301 -1.1705 1.3664
H 1.9776 1.7774 2.8553
H 3.8877 3.1062 3.6335
C -6.5142 3.2180 -0.0334
C -5.9390 1.8924 -0.5518
C -6.8403 1.3787 -1.6852
C -5.9853 0.8509 0.5720
C -4.4826 2.0798 -1.0769
O -3.9858 0.8842 -1.6649
C -4.3882 3.2612 -2.0610
C -3.1544 3.2709 -2.9590
C -3.1287 2.2273 -4.0638
C -4.2615 1.9107 -4.8086
C -4.2147 0.9659 -5.8289
C -3.0196 0.3324 -6.1171
Cl -2.9521 -0.8553 -7.3741
C -1.8757 0.6454 -5.4080
C -1.9409 1.5866 -4.3882
C -3.4798 2.3812 0.0781
N -2.5193 1.3091 0.4098
C -1.2068 1.3425 0.2686
N -0.6888 0.1963 0.6954
C -1.7975 -0.5202 1.0880
N -2.9144 0.1249 0.9491
H -7.4618 3.0245 0.4745
H -6.7172 3.9242 -0.8420
H -5.8610 3.7165 0.6920
H -7.8611 1.2905 -1.3091
H -6.5540 0.3775 -2.0264
H -6.8789 2.0455 -2.5486
H -7.0283 0.6363 0.8174
H -5.5059 1.2017 1.4937
H -5.5025 -0.0816 0.2745
H -4.5612 0.6342 -2.3981
H -4.4150 4.1872 -1.4772
H -5.2760 3.2918 -2.6906
H -2.2373 3.1656 -2.3610
H -3.0992 4.2614 -3.4209
H -5.2087 2.4071 -4.6136
H -5.1022 0.7269 -6.4025
H -0.9421 0.1539 -5.6562
H -1.0418 1.8183 -3.8257
H -3.9998 2.6250 0.9988
H -2.8635 3.2331 -0.1982
H -0.6880 2.1937 -0.1292
H -1.7587 -1.5197 1.4889
C -0.5710 -2.7252 3.6135
C -0.5162 -1.2423 3.7540
N 0.1408 -0.3489 3.0193
C -0.2666 0.9136 3.4557
C -1.1290 0.7769 4.4800
N -1.2804 -0.5846 4.6418
H -0.4917 -3.0177 2.5679
H -1.5198 -3.0952 4.0027
H 0.2310 -3.2128 4.1657
H 0.0511 1.8257 2.9822
H -1.6529 1.5037 5.0817
H -1.8787 -1.0326 5.3190
O 1.2205 1.3927 -2.0238
C 1.5668 1.9280 -1.0001
O 1.7455 1.3851 0.1758
C 1.7744 3.4448 -1.0619
N 2.5924 3.9112 0.1392
C 3.9086 4.4851 -0.3749
C 4.0329 3.8954 -1.7715
C 2.5859 3.8959 -2.2775
H 0.7894 3.9090 -1.0187
H 2.7307 3.0805 0.7177
H 2.0935 4.5923 0.7037
H 4.7034 4.2343 0.3232
H 3.7919 5.5649 -0.4087
H 4.4294 2.8798 -1.7289
H 4.7009 4.4914 -2.3901
H 2.4079 3.2266 -3.1149
H 2.2898 4.9026 -2.5755

Output
Total charge = +3
⟨S²⟩ = 2.012
Spin multiplicity = 3
HOMO energy (alpha / beta) = -13.84 / -13.84 eV

---

Computed energy above the lowest of the compared OMol25 structures with the same formula, charge and spin, in the same sequence as the records: 13.30, 11.87 kcal/mol.
Computed calculated total energy, in the same sequence as the records: -105496.9165, -158251.8154 eV.